16
Properties=species:S:1:pos:R:3:forces:R:3 method="wB97M-V/def2-TZVPD" charge=0 e_lumo_ev=0.3616 e_tot_ev=-23189.31870 homo_lumo_gap_ev=8.602 de_lowest_ev=4.3800 spin_multiplicity=1
C 0.277366 0.376485 -1.619472 -0.6 -2.2 -0.9
C 1.222022 1.099254 -1.080044 -1.0 5.1 0.5
C -0.331212 -1.866751 -0.802807 0.2 1.9 -0.5
C 2.335867 -0.395569 0.350310 2.5 -1.2 2.8
C -1.564972 0.760662 1.639747 -1.3 -0.5 1.1
N 0.367696 -1.008579 -1.410125 0.1 -0.6 -0.4
N 1.989405 0.664186 -0.062289 0.1 0.6 -0.4
O 2.917730 -1.141280 1.055699 -0.9 -0.5 -1.0
O -1.741980 0.177918 0.345206 -0.6 -1.0 -0.8
S -1.802504 -1.506169 0.133225 0.0 0.7 0.8
H -0.362451 0.682030 -2.436865 -0.2 0.3 0.3
H 1.158444 2.257655 -1.078377 0.3 -2.2 -0.7
H 0.002586 -2.896245 -0.944169 -0.6 -0.2 0.6
H -2.534488 0.802231 2.353125 2.1 -0.3 -1.9
H -1.180530 1.749150 1.447555 -0.3 0.5 -0.1
H -0.752977 0.245023 2.109282 0.3 -0.5 0.8